Record 1
# CH4BrP

2 unconnected molecules or ions with the total composition CH4BrP at a distorted geometry (ωB97M-V/def2-TZVPD, the Open Molecules 2025 dataset).

Values from the calculation:
- HOMO: -0.356 Ha
- Energy above the lowest of the compared OMol25 structures with the same formula, charge and spin: 181.80 kJ/mol
- SMILES: C=P.Br

```
7
Properties=species:S:1:pos:R:3:forces:R:3
C 0.8116 0.4431 -1.1284 0.2 -1.7 0.8
P -0.8051 0.0499 -1.0228 0.2 0.2 -0.8
H 1.5039 -0.3800 -0.7695 -0.9 1.1 -0.1
H 1.3504 1.3184 -1.4170 -0.1 0.5 -0.6
H -1.4583 1.0878 -1.8165 0.6 -0.1 0.7
Br -1.3832 -1.4348 3.0641 -0.2 -0.1 0.0
H -0.0193 -1.0843 3.0901 0.2 0.1 0.0
```
Forces are in eV/Å.

***

Record 2
# CH4BrP

2 unconnected molecules or ions with the total composition CH4BrP at a distorted geometry (ωB97M-V/def2-TZVPD, the Open Molecules 2025 dataset).

Values from the calculation:
- HOMO (alpha / beta): -0.353 / -0.351 Ha
- Energy above the lowest of the compared OMol25 structures with the same formula, charge and spin: 439.19 kJ/mol

```
7
Properties=species:S:1:pos:R:3:forces:R:3
C -0.3166 0.1486 -0.8164 0.1 -0.4 1.2
P 1.1262 0.5157 0.2402 -1.2 1.0 0.5
Br 0.2330 -0.3280 2.1637 0.1 0.3 0.3
H -0.4804 0.5779 -1.7832 -0.1 0.9 -0.1
H -1.7179 0.7334 0.8687 0.7 -0.3 -1.3
H -0.4865 -0.9110 -0.8550 -0.6 -0.4 0.2
H 1.6421 -0.7366 0.1819 1.0 -1.1 -0.7
```
Forces are in eV/Å.

***

Record 3
# CH4Cl2N2

A molecular structure, CH4Cl2N2 at a distorted geometry (ωB97M-V/def2-TZVPD, the Open Molecules 2025 dataset).

Values from the calculation:
- HOMO (alpha / beta): -0.176 / -0.351 Ha
- 2S+1: 3

```
9
Properties=species:S:1:pos:R:3:forces:R:3
C 0.1991 -0.3956 0.3432 -3.7 -0.3 3.5
N 0.4877 0.3254 -1.4379 1.6 -0.7 -1.8
N -0.4579 0.3388 1.3183 -1.8 -3.7 -4.7
Cl -0.8345 -0.1569 -2.3705 -0.7 0.2 -0.7
Cl 0.1724 1.5705 2.3330 1.9 3.2 2.0
H 1.1551 -0.6398 0.6213 2.3 -0.8 0.6
H -0.4805 -1.1658 -0.0875 0.8 0.8 0.0
H 1.1772 -0.4632 -1.7102 -0.9 1.6 0.6
H -1.4186 0.5866 0.9902 0.5 -0.4 0.6
```
Forces are in eV/Å.

***

Number 1: molecular weight 126.92 u. Number 2: molecular weight 126.92 u. Number 3: molecular weight 114.96 u.